Entry 1:
Below is C29H44NSn as an isolated structure in a non-equilibrium geometry, with properties calculated with wB97M-V/def2-TZVPD.

frontier orbital gap = 5.223 eV
DFT total energy = -38100.78117 eV
HOMO = -10.176 eV
LUMO = -5.0 eV

ORCA input file:
```
! wB97M-V def2-TZVPD RIJCOSX def2/J DEFGRID3
* xyz 1 1
C -0.926 4.396 2.428
C -0.696 2.896 2.616
C 0.769 2.536 2.892
C 1.012 1.014 2.986
Sn 2.140 0.169 1.311
C 4.142 1.045 1.432
C 5.305 0.107 1.808
C 6.659 0.837 1.851
C 7.848 -0.072 2.152
C 2.439 -1.954 1.727
C 1.134 -2.763 1.869
C 0.903 -3.290 3.293
C -0.404 -4.066 3.453
C 1.081 0.562 -0.781
C -0.239 0.105 -0.912
C -0.648 -1.109 -1.647
H -1.996 4.595 2.326
H -0.565 4.975 3.284
H -0.426 4.766 1.526
H -1.304 2.537 3.458
H -1.048 2.360 1.721
H 1.408 2.983 2.115
H 1.079 3.010 3.839
H 1.609 0.769 3.874
H 0.077 0.442 3.036
H 4.305 1.486 0.439
H 4.054 1.866 2.158
H 5.119 -0.353 2.792
H 5.368 -0.723 1.085
H 6.819 1.337 0.888
H 6.605 1.624 2.614
H 8.770 0.515 2.146
H 7.763 -0.543 3.136
H 7.952 -0.864 1.404
H 3.050 -2.313 0.889
H 3.054 -1.988 2.637
H 0.268 -2.158 1.558
H 1.170 -3.618 1.173
H 1.748 -3.939 3.564
H 0.911 -2.451 4.003
H -0.457 -4.493 4.457
H -1.274 -3.415 3.319
H -0.477 -4.892 2.739
H 1.223 1.651 -0.712
H 1.842 0.043 -1.390
H -1.073 0.714 -0.533
H -1.449 -1.608 -1.077
H 0.201 -1.805 -1.732
C -1.181 -2.316 -3.743
C -1.178 -0.936 -3.083
N -2.522 -0.311 -3.133
C -2.813 0.989 -3.550
C -2.006 1.905 -4.222
C -2.569 3.153 -4.540
C -3.895 3.460 -4.178
C -4.715 2.518 -3.550
C -4.175 1.268 -3.256
C -4.736 0.076 -2.690
C -3.696 -0.904 -2.661
C -3.981 -2.224 -2.320
C -5.281 -2.524 -1.882
C -6.276 -1.532 -1.815
C -6.016 -0.229 -2.256
H -0.306 -2.405 -4.395
H -1.112 -3.099 -2.979
H -2.065 -2.499 -4.356
H -0.535 -0.249 -3.653
H -0.976 1.649 -4.479
H -1.978 3.905 -5.064
H -4.293 4.448 -4.402
H -5.752 2.713 -3.286
H -3.214 -2.994 -2.409
H -5.530 -3.543 -1.585
H -7.265 -1.790 -1.447
H -6.782 0.548 -2.281
*
```

Partial atomic charges computed with the Mulliken method, in multiples of e: C -1.3720; C -0.0692; C -0.5066; C -1.0390; Sn 0.8440; C -1.1696; C -0.3042; C -0.4940; C -1.3056; C -1.1703; C -0.1252; C -0.5277; C -1.3471; C -1.3684; C 0.2424; C -1.2170; H 0.3884; H 0.3362; H 0.3228; H 0.3510; H -0.0170; H 0.2680; H 0.3790; H 0.4794; H 0.5045; H 0.3916; H 0.4235; H 0.2580; H 0.3074; H 0.3565; H 0.3323; H 0.3813; H 0.3256; H 0.3273; H 0.4805; H 0.5211; H -0.0152; H 0.4038; H 0.3935; H 0.2529; H 0.3771; H 0.3134; H 0.3315; H 0.4968; H 0.5262; H 0.4979; H 0.3484; H 0.5268; C -1.7973; C 0.4284; N 0.4914; C 0.4060; C -0.6815; C -0.7462; C -0.7244; C -0.3177; C 0.2159; C 0.1654; C 0.5935; C -0.4081; C -0.8475; C -0.7482; C -0.4231; H 0.3735; H 0.4526; H 0.4777; H 0.3926; H 0.3471; H 0.4017; H 0.3829; H 0.4211; H 0.3029; H 0.3999; H 0.3850; H 0.4151


Entry 2:
Below is C18H15N5O4V as an isolated structure in a non-equilibrium geometry, with properties calculated with wB97M-V/def2-TZVPD.

frontier orbital gap (alpha / beta) = 5.353 / 5.892 eV
<S²> = 0.7675
DFT total energy = -60222.05559 eV
HOMO (alpha / beta) = -14.103 / -14.107 eV
LUMO (alpha / beta) = -8.7 / -8.2 eV

ORCA input file:
```
! wB97M-V def2-TZVPD RIJCOSX def2/J DEFGRID3
* xyz 2 2
V 4.814 14.959 8.387
O 3.861 11.095 9.051
C 4.472 10.423 7.998
C 4.483 9.000 7.974
C 4.819 8.349 6.771
C 5.543 9.043 5.819
C 5.599 10.427 5.943
C 5.013 11.132 6.942
C 5.205 12.568 6.965
O 4.574 13.270 8.051
N 5.946 13.288 6.201
N 5.969 14.508 6.729
C 6.629 15.461 6.180
C 6.386 16.787 6.731
C 7.022 17.876 6.330
C 6.733 19.081 6.953
C 5.785 19.132 7.976
C 5.161 17.932 8.297
N 5.500 16.819 7.727
H 3.491 10.464 9.659
H 3.962 8.448 8.789
H 4.609 7.293 6.598
H 5.982 8.592 4.928
H 6.061 10.928 5.087
H 7.254 15.171 5.402
H 7.765 17.818 5.528
H 7.330 19.999 6.869
H 5.429 20.033 8.484
H 4.407 17.894 9.033
C 8.010 12.579 12.256
N 7.023 13.656 11.711
C 6.356 14.441 12.534
C 5.314 15.323 12.122
C 5.111 15.345 10.763
O 4.149 15.772 10.026
N 6.046 14.798 9.918
C 7.022 13.875 10.353
O 7.757 13.343 9.596
H 8.895 13.105 12.688
H 8.229 12.034 11.358
H 7.336 11.978 13.000
H 6.624 14.217 13.549
H 4.700 15.887 12.801
*
```

Partial atomic charges computed with the natural (NBO) method, in multiples of e: V 1.5532; O -0.6658; C 0.3821; C -0.2873; C -0.0996; C -0.2274; C -0.1100; C -0.2671; C 0.6241; O -0.5027; N -0.2856; N -0.2702; C 0.1694; C 0.1330; C -0.1784; C -0.0838; C -0.2012; C 0.1028; N -0.4804; H 0.4985; H 0.2375; H 0.2473; H 0.2492; H 0.2422; H 0.2483; H 0.2678; H 0.2678; H 0.2708; H 0.2414; C -0.4037; N -0.3803; C 0.2225; C -0.4136; C 0.6071; O -0.6254; N -0.5893; C 0.7765; O -0.5417; H 0.2470; H 0.2567; H 0.2391; H 0.2460; H 0.2832


Entry 3:
Below is C3H5CdO4 as an isolated structure in a non-equilibrium geometry, with properties calculated with wB97M-V/def2-TZVPD.

frontier orbital gap (alpha / beta) = 8.450 / 8.302 eV
<S²> = 0.7522
DFT total energy = -15944.20590 eV
HOMO (alpha / beta) = -7.972 / -9.748 eV
LUMO (alpha / beta) = 0.5 / -1.4 eV

ORCA input file:
```
! wB97M-V def2-TZVPD RIJCOSX def2/J DEFGRID3
* xyz 0 2
O -0.374 -2.182 0.640
C 0.191 -1.528 -0.208
C -0.325 1.487 0.399
O 0.921 1.001 0.745
O -0.319 -0.536 -0.924
C -1.171 0.405 -0.256
H -0.286 2.358 -0.285
H -0.892 1.822 1.290
H -1.836 0.828 -1.021
H -1.756 -0.132 0.500
O 1.382 -1.852 -0.737
H 1.911 -2.304 -0.069
Cd 2.556 0.632 -0.073
*
```

Partial atomic charges computed with the natural (NBO) method, in multiples of e: O -0.6134; C 0.9876; C -0.0677; O -1.0741; O -0.5165; C -0.0948; H 0.1408; H 0.1643; H 0.1953; H 0.1996; O -0.7089; H 0.5049; Cd 0.8830


Entry 4:
Below is C26H16B3Cl77O5 as an isolated structure in a non-equilibrium geometry, with properties calculated with wB97M-V/def2-TZVPD.

frontier orbital gap = 9.871 eV
DFT total energy = -1003717.36507 eV
HOMO = -9.906 eV
LUMO = 0.0 eV

ORCA input file:
```
! wB97M-V def2-TZVPD RIJCOSX def2/J DEFGRID3
* xyz 0 1
C -2.787 -1.318 -3.050
O -2.136 -0.089 -3.305
C -1.537 0.024 -4.581
C 0.000 -0.157 -4.575
C 0.559 -1.015 -3.425
B 1.646 -0.348 -2.544
O 2.061 -0.932 -1.343
B 2.052 -0.071 -0.272
Cl 1.917 -0.747 1.325
O 2.150 1.288 -0.455
B 1.840 1.756 -1.744
C 1.048 3.076 -1.992
C -0.385 2.907 -1.432
C -1.379 3.895 -2.072
O -0.426 3.020 -0.008
O 2.198 0.904 -2.787
H -3.823 -1.290 -3.414
H -2.265 -2.166 -3.518
H -2.789 -1.472 -1.967
H -1.982 -0.686 -5.289
H -1.764 1.033 -4.946
H 0.266 -0.644 -5.522
H 0.483 0.827 -4.606
H -0.222 -1.355 -2.736
H 1.016 -1.935 -3.824
H 1.515 3.977 -1.570
H 0.961 3.208 -3.077
H -0.735 1.884 -1.651
H -2.303 3.384 -2.364
H -0.964 4.382 -2.960
H -1.642 4.661 -1.337
H 0.355 3.495 0.307
C 5.577 0.395 -4.273
Cl 4.344 0.132 -5.513
Cl 5.106 -0.425 -2.785
Cl 7.126 -0.229 -4.838
Cl 5.694 2.119 -3.917
C 5.232 -1.832 3.825
Cl 5.481 -1.253 2.176
Cl 6.277 -3.222 4.144
Cl 5.625 -0.527 4.952
Cl 3.548 -2.300 4.026
C 6.094 4.915 -0.690
Cl 6.711 5.065 -2.341
Cl 5.494 6.482 -0.144
Cl 4.777 3.734 -0.654
Cl 7.391 4.373 0.374
C 1.946 2.695 3.934
Cl 0.261 3.076 4.320
Cl 2.989 3.996 4.523
Cl 2.400 1.175 4.713
Cl 2.125 2.496 2.198
C -2.661 -3.257 -7.543
Cl -3.979 -2.198 -7.034
Cl -2.200 -2.895 -9.201
Cl -1.259 -3.005 -6.492
Cl -3.176 -4.942 -7.430
C -1.846 5.040 7.329
Cl -1.252 3.542 8.045
Cl -2.585 6.028 8.595
Cl -0.512 5.928 6.596
Cl -3.052 4.655 6.096
C 0.442 -0.274 8.464
Cl -0.328 -1.869 8.498
Cl 2.195 -0.470 8.555
Cl 0.013 0.546 6.968
Cl -0.117 0.689 9.836
C 1.710 -4.265 -9.783
Cl 1.850 -2.619 -9.156
Cl 1.364 -4.207 -11.517
Cl 3.225 -5.128 -9.521
Cl 0.402 -5.098 -8.942
C 0.870 -5.458 3.007
Cl 1.604 -6.507 4.222
Cl 0.608 -3.854 3.695
Cl 1.948 -5.321 1.615
Cl -0.677 -6.139 2.495
C -4.586 9.218 10.732
Cl -6.183 9.639 11.343
Cl -3.462 10.539 11.071
Cl -4.028 7.738 11.516
Cl -4.652 8.958 8.984
C -8.171 5.708 10.095
Cl -7.236 4.333 10.685
Cl -8.968 6.510 11.453
Cl -7.072 6.838 9.306
Cl -9.390 5.147 8.945
C -7.981 0.650 12.347
Cl -7.847 1.562 13.853
Cl -9.211 1.387 11.321
Cl -6.425 0.684 11.504
Cl -8.420 -1.021 12.704
C -2.502 -1.106 13.022
Cl -2.552 -2.308 14.314
Cl -4.145 -0.573 12.650
Cl -1.541 0.282 13.547
Cl -1.768 -1.807 11.580
C 3.393 -4.771 -5.247
Cl 2.108 -4.885 -6.456
Cl 2.879 -5.570 -3.762
Cl 4.839 -5.569 -5.877
Cl 3.755 -3.079 -4.909
C 7.277 -3.571 -1.794
Cl 7.950 -4.915 -0.859
Cl 6.091 -2.723 -0.806
Cl 8.575 -2.455 -2.237
Cl 6.517 -4.186 -3.257
C -3.499 -3.753 -13.116
Cl -4.161 -5.329 -12.670
Cl -1.799 -3.677 -12.635
Cl -3.633 -3.531 -14.859
Cl -4.403 -2.482 -12.288
C 2.823 7.663 8.921
Cl 2.969 8.232 7.253
Cl 3.680 6.128 9.091
Cl 3.528 8.857 10.013
Cl 1.120 7.430 9.307
C -6.274 -4.166 -17.814
Cl -7.587 -4.318 -18.983
Cl -6.868 -4.573 -16.204
Cl -4.962 -5.264 -18.250
Cl -5.671 -2.505 -17.821
C 3.294 -9.421 -5.339
Cl 1.834 -8.641 -4.728
Cl 3.787 -8.643 -6.845
Cl 4.587 -9.259 -4.147
Cl 2.972 -11.132 -5.635
*
```

Mulliken population analysis, charges in e, atoms 1 to 99: C -0.6759; O -0.3295; C -0.1072; C -0.3976; C -0.4283; B -0.0418; O -0.3983; B 0.4580; Cl -0.0423; O 0.4729; B -0.4300; C -0.9204; C 1.1329; C -1.5161; O -0.5079; O 0.1499; H 0.2374; H 0.3034; H 0.2716; H -0.3351; H 0.3802; H 0.4762; H 0.2577; H 0.2453; H 0.2470; H 0.3867; H 0.2943; H -0.1879; H 0.3072; H 0.3581; H 0.3790; H 0.2994; C 0.0634; Cl -0.0625; Cl 0.1344; Cl -0.0900; Cl -0.0480; C 0.1312; Cl -0.0164; Cl -0.1077; Cl -0.0906; Cl 0.0239; C 0.2552; Cl -0.1158; Cl -0.1169; Cl 0.0102; Cl -0.1012; C 0.0425; Cl -0.0683; Cl -0.1210; Cl 0.0260; Cl 0.0702; C 0.1568; Cl -0.1237; Cl 0.0141; Cl 0.0530; Cl -0.1009; C 0.0982; Cl 0.0289; Cl 0.0100; Cl -0.0274; Cl -0.1135; C 0.3203; Cl -0.1270; Cl -0.0961; Cl -0.0182; Cl -0.0976; C 0.2073; Cl -0.0418; Cl -0.0965; Cl -0.0563; Cl -0.0712; C 0.2771; Cl -0.1042; Cl -0.0533; Cl -0.0291; Cl -0.1068; C 0.2877; Cl -0.0585; Cl -0.1000; Cl -0.0640; Cl -0.0886; C 0.2583; Cl -0.0149; Cl -0.1109; Cl 0.0098; Cl -0.1115; C 0.3249; Cl -0.0905; Cl -0.0719; Cl -0.0809; Cl -0.1029; C 0.2561; Cl -0.1090; Cl -0.0130; Cl -0.1108; Cl -0.0104; C -0.2208; Cl 0.2197


Q: Which value of DFT total energy does entry 3 give?
A: -15944.20590 eV


Q: Which formula does entry 3 have?
A: C3H5CdO4


Q: Look up the DFT total energy of the third one.
A: -15944.20590 eV